Entry 1:
Here is one molecule with the formula C17H18ClNO3 from OMol25. Energies are from ωB97M-V/def2-TZVPD.

ORCA input file:
```
! wB97M-V def2-TZVPD RIJCOSX def2/J DEFGRID3
* xyz 0 1
C 3.28506 2.36610 1.42485
O 3.77277 1.27191 0.68130
C 2.92352 0.50131 -0.05836
C 3.40227 -0.77128 -0.35045
C 2.67014 -1.66804 -1.09948
C 1.42391 -1.31009 -1.58568
C 0.57278 -2.31058 -2.31436
C -0.30283 -3.07901 -1.30694
N -1.26182 -2.20769 -0.67436
C -1.02926 -1.62999 0.52826
O -0.11720 -1.96531 1.25744
C -2.01220 -0.57653 0.93872
C -2.78616 0.16219 0.04779
C -3.64524 1.14452 0.50744
C -3.73384 1.39441 1.86818
Cl -4.81082 2.61748 2.43850
C -2.96178 0.67908 2.77139
C -2.10442 -0.29491 2.29987
C 0.94405 -0.03522 -1.31683
C 1.66958 0.88245 -0.56884
O 1.23003 2.16029 -0.31592
C -0.05585 2.53307 -0.73659
H 4.10148 2.64454 2.09181
H 2.41045 2.08855 2.01795
H 3.03222 3.21394 0.78464
H 4.37070 -1.03701 0.04240
H 3.06550 -2.65304 -1.29545
H 1.20328 -3.02733 -2.84131
H -0.07064 -1.81347 -3.04459
H -0.83646 -3.89150 -1.80825
H 0.32670 -3.48731 -0.51386
H -2.01578 -1.86964 -1.24929
H -2.72110 0.00352 -1.01950
H -4.24082 1.71851 -0.18530
H -3.03227 0.88769 3.82718
H -1.48220 -0.85919 2.97776
H -0.01851 0.24936 -1.71356
H -0.82935 1.90384 -0.28302
H -0.18580 3.55965 -0.39582
H -0.15010 2.50470 -1.82771
*
```

Relative energy (zero: lowest compared OMol25 entry of this formula, charge and spin) ... 25.9 kcal per mole
SMILES ... COc1ccc(CCNC(=O)c2ccc(Cl)cc2)cc1OC
HOMO energy ... -7.862 eV
Calculated total energy ... -1399.27000 Eh



Entry 2:
Here is one molecule with the formula C17H18F2N2O4 from OMol25. Energies are from ωB97M-V/def2-TZVPD.

ORCA input file:
```
! wB97M-V def2-TZVPD RIJCOSX def2/J DEFGRID3
* xyz 0 1
C -7.44408 -1.69437 0.66186
O -6.60904 -0.73450 0.06977
C -5.24124 -0.97182 0.30576
C -4.43364 0.12860 -0.37094
C -4.62336 1.50925 0.26207
C -3.39238 2.26432 -0.21799
N -2.35947 1.24220 -0.27307
C -1.06481 1.59980 -0.25187
O -0.71533 2.76994 -0.23057
C -0.04618 0.51859 -0.25497
C 1.35605 0.76093 -0.25005
C 1.89764 -0.48810 -0.25337
C 3.30544 -0.97888 -0.26274
O 4.14454 0.12140 -0.01558
C 5.48778 -0.07569 -0.00458
C 6.13645 -1.28858 -0.20677
C 7.52026 -1.36884 -0.17391
C 8.26054 -0.22934 0.06355
F 9.60403 -0.30633 0.09551
C 7.65451 0.99907 0.27159
C 6.27871 1.05759 0.23431
F 5.67193 2.23864 0.43297
O 0.91096 -1.40433 -0.25824
N -0.28315 -0.77055 -0.25998
C -2.91989 -0.09178 -0.27157
H -7.32728 -1.70599 1.75298
H -8.46519 -1.41704 0.40948
H -7.23163 -2.69968 0.27652
H -5.03887 -0.98264 1.38917
H -4.95159 -1.95417 -0.10189
H -4.73799 0.17255 -1.41969
H -5.55432 1.97818 -0.04370
H -4.61430 1.42187 1.34923
H -3.07417 3.06959 0.44656
H -3.54605 2.68780 -1.21703
H 1.84788 1.70870 -0.24055
H 3.52727 -1.42983 -1.24301
H 3.42444 -1.75344 0.50981
H 5.57175 -2.18744 -0.39200
H 8.01958 -2.31088 -0.33167
H 8.23651 1.88661 0.45718
H -2.52408 -0.68145 -1.10011
H -2.65822 -0.60996 0.65753
*
```

Relative energy (zero: lowest compared OMol25 entry of this formula, charge and spin) ... 0.0 kcal per mole
SMILES ... COC[C@H]1CCN(C(=O)c2cc(COc3ccc(F)cc3F)on2)C1
HOMO energy ... -8.947 eV
Calculated total energy ... -1268.74380 Eh



Entry 3:
Here is one molecule with the formula C17H18F3NO3 from OMol25. Energies are from ωB97M-V/def2-TZVPD.

ORCA input file:
```
! wB97M-V def2-TZVPD RIJCOSX def2/J DEFGRID3
* xyz 0 1
C 3.87117 -4.47133 0.84067
C 2.88891 -4.01615 1.94725
O 1.72704 -3.34800 1.40013
C 0.96687 -2.66540 2.31249
O 0.91658 -2.86837 3.54855
C -0.02473 -1.65644 1.79724
C 0.76901 -0.59827 1.04766
O 1.91038 -0.35061 1.34523
C 0.08004 0.21168 0.07725
C -1.23830 0.01396 -0.26332
N -1.92799 0.89519 -1.11840
C -1.60994 2.24914 -1.29213
C -1.55666 2.85069 -2.56096
C -1.12159 4.17037 -2.72251
C -0.78554 4.93774 -1.60523
C -0.24552 6.31907 -1.85557
F 0.85811 6.16736 -2.62982
F -1.15952 7.07040 -2.59657
F -0.03635 6.98172 -0.67913
C -0.93256 4.37312 -0.31780
C -1.27218 3.01233 -0.19947
C -2.00355 -1.10931 0.41392
C -1.15282 -2.28820 0.92215
C -0.73815 -3.15432 -0.23262
H 4.80965 -4.83633 1.31091
H 4.07165 -3.69309 0.14385
H 3.47398 -5.33306 0.29301
H 2.60494 -4.88448 2.52701
H 3.40225 -3.28332 2.58047
H -0.51677 -1.13900 2.66804
H 0.65995 0.98073 -0.42790
H -2.58169 0.49742 -1.78983
H -2.00178 2.34047 -3.40725
H -1.19370 4.61271 -3.69326
H -0.68048 4.99637 0.51997
H -1.27247 2.57248 0.79980
H -2.63278 -1.54512 -0.33494
H -2.62949 -0.75410 1.21786
H -1.77504 -2.97468 1.55526
H -0.09321 -2.67046 -0.94002
H -0.21377 -4.06894 0.17782
H -1.61396 -3.54398 -0.77981
*
```

Relative energy (zero: lowest compared OMol25 entry of this formula, charge and spin) ... 10.4 kcal per mole
SMILES ... CCOC(=O)[C@H]1C(=O)C=C(Nc2ccc(C(F)(F)F)cc2)C[C@H]1C
HOMO energy ... -8.593 eV
Calculated total energy ... -1238.67856 Eh



no.,HOMO-LUMO gap (eV)
1,8.3
2,9.6
3,8.7